{
  "formula": "C4H5N4O2",
  "method": "ωB97M-V/def2-TZVPD",
  "homo_lumo_gap_ev": 8.87,
  "largest_force_ev_per_a": 5.34,
  "e_tot_ha": -524.9092,
  "homo_ha": -0.1781,
  "e_lumo_ev": 4.02,
  "relative_energy_ev": 0.884,
  "total_charge": -1,
  "species": ["C", "N", "C", "O", "O", "N", "C", "C", "N", "N", "H", "H", "H", "H", "H"],
  "positions_angstrom": [[1.074, -1.782, -0.090], [0.916, -0.372, -0.288], [1.975, 0.707, 0.243], [1.582, 1.863, 0.174], [3.010, 0.232, 0.600], [-0.519, 0.119, -0.084], [-1.132, 1.233, -0.441], [-2.415, 1.215, 0.059], [-2.565, 0.038, 0.679], [-1.410, -0.603, 0.591], [1.787, -2.194, -0.920], [1.444, -2.039, 0.983], [0.204, -2.265, -0.133], [-0.673, 2.100, -1.079], [-3.277, 1.748, -0.293]],
  "atomic_forces_ev_per_a": [[4.7, 0.7, 1.1], [-2.1, 2.6, -0.1], [-2.1, 0.4, -0.5], [-0.8, 0.4, -0.3], [2.0, -1.9, 0.5], [1.0, -1.3, 0.5], [1.3, 4.4, -2.8], [0.5, -0.9, -1.0], [1.1, -1.1, 0.0], [-0.3, -1.1, 1.2], [-1.1, 0.7, 1.7], [0.0, 0.4, -1.8], [-3.7, -1.8, -0.6], [-0.6, -2.2, 1.5], [0.0, 0.6, 0.4]],
  "mulliken_charge": [-0.793, -0.212, 0.524, -0.670, -0.640, 0.651, 0.074, -0.385, -0.544, -0.509, 0.213, 0.216, 0.461, 0.268, 0.346]
}